Model a:
Below is the molecule C13H17NO5S, with properties calculated with ωB97M-V/def2-TZVPD.

Summary:
Orbital gap, hartree: 0.3330
Structure (SMILES): CCOC(=O)[C@H]1CNc2cc(S(=O)(=O)CC)ccc2O1
E_HOMO, eV: -8.445

Last column: Mulliken charge in e.
CARTESIAN COORDINATES (ANGSTROEM)
S1 -3.926 1.059 0.512  1.001
O1 -3.991 0.856 1.957  -0.567
O2 2.085 0.600 1.210  -0.569
O3 4.209 0.104 -0.011  -0.428
O4 -4.069 2.381 -0.142  -0.638
O5 1.477 -0.844 -1.502  -0.523
N1 0.485 -1.692 1.255  -0.235
C1 4.522 2.688 -0.047  -1.214
C2 0.323 -0.537 -0.981  0.470
C3 -0.193 -0.845 0.182  0.685
C4 -0.560 0.458 -1.819  -0.928
C5 4.897 1.454 0.725  -0.098
C6 -4.948 -0.050 -0.690  -0.997
C7 -1.405 -0.257 0.746  -0.774
C8 1.743 -2.252 0.684  -0.905
C9 2.419 -1.189 -0.505  -0.138
C10 -4.589 -1.583 0.077  -0.942
C11 -2.163 0.224 -0.273  0.355
C12 -1.854 0.796 -1.542  -0.955
C13 2.838 -0.037 0.409  0.600
H1 -2.399 1.275 -2.213  0.681
H2 -4.803 -1.619 1.285  0.264
H3 -3.668 -2.123 -0.208  0.280
H4 3.428 2.881 -0.356  0.276
H5 4.895 2.736 -1.100  0.318
H6 -0.074 0.537 -2.792  0.360
H7 -4.762 -0.021 -1.566  0.705
H8 -1.848 -0.543 1.611  0.590
H9 3.279 -1.788 -0.906  0.378
H10 -5.913 0.086 -0.135  0.351
H11 1.659 -3.006 -0.024  0.378
H12 2.440 -2.397 1.529  0.424
H13 0.565 -1.593 2.163  0.246
H14 4.925 3.488 0.309  0.498
H15 -5.366 -2.159 -0.317  0.470
H16 4.371 1.564 1.701  0.239
H17 5.972 1.350 0.775  0.344

***

Model b:
Below is the molecule C13H17NO5S, with properties calculated with ωB97M-V/def2-TZVPD.

Summary:
Orbital gap, hartree: 0.3569
Structure (SMILES): C=CCNS(=O)(=O)c1ccc(OCC(=O)OCC)cc1
E_HOMO, eV: -9.064

Last column: Mulliken charge in e.
CARTESIAN COORDINATES (ANGSTROEM)
S1 -3.510 1.087 -0.217  1.261
O1 4.777 0.108 -0.583  -0.328
O2 2.382 0.824 -0.185  -0.230
O3 -4.004 1.641 1.009  -0.668
O4 -3.948 1.643 -1.466  -0.694
O5 5.479 0.649 1.480  -0.587
N1 -3.811 -0.571 -0.219  -0.236
C1 6.116 -0.170 -1.005  -0.237
C2 3.132 0.728 0.998  -0.282
C3 0.359 0.966 -1.331  -0.800
C4 1.031 0.910 -0.104  0.668
C5 -4.799 -1.064 0.727  -0.669
C6 6.529 -1.586 -0.630  -1.102
C7 -7.122 -1.716 0.094  -0.799
C8 -6.202 -0.788 0.279  0.067
C9 -1.016 1.043 -1.367  -0.450
C10 0.302 0.948 1.083  -0.378
C11 4.606 0.498 0.667  0.177
C12 -1.080 1.022 1.035  -0.711
C13 -1.728 1.066 -0.181  0.117
H1 0.948 0.946 -2.234  0.435
H2 6.792 0.557 -0.544  0.332
H3 3.060 1.642 1.604  0.373
H4 0.795 0.924 2.042  0.407
H5 6.102 -0.036 -2.088  0.297
H6 5.826 -2.304 -1.044  0.303
H7 -4.633 -2.135 0.874  0.358
H8 7.520 -1.792 -1.023  0.370
H9 -8.117 -1.475 -0.240  0.265
H10 -6.920 -2.758 0.283  0.259
H11 2.805 -0.123 1.613  0.402
H12 -1.554 1.099 -2.299  0.435
H13 -1.667 1.061 1.939  0.444
H14 -4.601 -0.533 1.661  0.267
H15 -6.404 0.257 0.083  0.293
H16 6.551 -1.693 0.452  0.313
H17 -3.997 -0.874 -1.164  0.326

***

Q: Which of them is the least stable? A: model a.

***

Model a:
Below is a cluster of 2 separate species, C4H9N2O2 in total, with properties calculated with ωB97M-V/def2-TZVPD.

Summary:
Orbital gap, hartree: 0.3301
Charge: +1
E_HOMO, eV: -13.752

Last column: Mulliken charge in e.
CARTESIAN COORDINATES (ANGSTROEM)
O1 2.408 0.936 -0.381  -0.377
O2 -1.125 -1.648 -0.084  -0.325
N1 -1.329 -0.322 0.025  0.334
N2 2.083 -0.358 0.066  -0.170
C1 2.714 -1.394 -0.071  -0.278
C2 0.040 1.715 0.424  -0.928
C3 -0.497 0.576 0.200  0.687
C4 -2.726 -0.024 -0.086  -0.934
H1 -2.803 0.619 -0.969  0.354
H2 2.182 -2.300 0.340  0.188
H3 3.605 -1.621 -0.649  0.313
H4 -2.990 0.549 0.738  0.359
H5 1.504 1.579 -0.201  0.338
H6 -3.174 -0.954 -0.211  0.361
H7 0.202 2.174 1.385  0.377
H8 0.131 2.361 -0.503  0.393
H9 -0.225 -1.887 -0.023  0.308

***

Model b:
Below is a cluster of 2 separate species, C4H9N2O2 in total, with properties calculated with ωB97M-V/def2-TZVPD.

Summary:
Orbital gap, hartree: 0.3330
Charge: +1
E_HOMO, eV: -13.346

Last column: Mulliken charge in e.
CARTESIAN COORDINATES (ANGSTROEM)
O1 3.055 1.867 1.487  -0.272
O2 -0.318 -1.420 1.178  -0.536
N1 2.129 -1.594 1.597  -0.307
N2 2.927 0.595 0.989  -0.030
C1 -0.633 -0.787 -0.102  -0.284
C2 -1.395 1.123 -1.426  -1.109
C3 -1.123 0.421 -0.154  0.129
C4 2.573 -0.422 1.473  0.495
H1 -1.960 2.082 -1.393  0.322
H2 -1.815 0.488 -2.238  0.305
H3 -0.402 1.410 -1.953  0.261
H4 -1.336 1.137 0.735  0.223
H5 1.034 -1.388 1.327  0.363
H6 3.960 1.984 1.669  0.363
H7 -0.827 -1.207 1.955  0.349
H8 2.691 -2.345 1.978  0.263
H9 -0.326 -1.422 -0.866  0.466

***

Q: Which of them is the least stable? A: model a.